No. 1
{
  "formula": "C5H7ClNO4",
  "method": "ωB97M-V with the def2-TZVPD basis set",
  "lumo_ev": 3.5,
  "homo_ev": -3.844,
  "charge": -1,
  "total_energy_ha": -1010.57455,
  "de_lowest_kj_mol": 70.03,
  "homo_lumo_gap_ev": 7.31,
  "species": ["C", "C", "C", "C", "C", "N", "O", "O", "O", "O", "Cl", "H", "H", "H", "H", "H", "H", "H"],
  "xyz": [[3.335, -1.390, -1.430], [-1.319, 0.161, 0.430], [0.204, -0.126, 0.740], [1.118, 0.495, -0.384], [2.640, 0.284, 0.057], [3.426, 1.382, -0.075], [2.334, -1.696, -1.945], [3.198, 2.156, -0.989], [4.474, -1.476, -1.252], [4.526, 1.368, 0.551], [2.981, -0.658, 1.497], [-1.579, -0.082, -0.569], [-1.877, -0.486, 1.158], [-1.649, 1.182, 0.589], [0.140, 0.149, 1.846], [0.390, -1.184, 0.638], [1.074, 1.548, -0.668], [1.034, -0.092, -1.293]]
}



No. 2
{
  "formula": "C20H40Cl4O6",
  "method": "ωB97M-V with the def2-TZVPD basis set",
  "lumo_ev": 0.5,
  "smiles": "CC(C)=O.CC(C)=O.CC(C)=O.CC(C)=O.CC(C)=O.CC(C)=O.ClCCl.ClCCl",
  "homo_ev": -9.348,
  "total_energy_ha": -3078.21806,
  "de_lowest_kj_mol": 0.00,
  "homo_lumo_gap_ev": 9.87,
  "species": ["C", "C", "C", "O", "H", "H", "H", "H", "H", "H", "C", "C", "C", "O", "H", "H", "H", "H", "H", "H", "C", "C", "C", "O", "H", "H", "H", "H", "H", "H", "C", "C", "C", "O", "H", "H", "H", "H", "H", "H", "C", "C", "C", "O", "H", "H", "H", "H", "H", "H", "C", "C", "C", "O", "H", "H", "H", "H", "H", "H", "Cl", "C", "Cl", "H", "H", "Cl", "C", "Cl", "H", "H"],
  "xyz": [[-0.901, 2.014, 2.967], [-0.354, 1.611, 4.342], [-0.589, 0.194, 4.797], [0.379, 2.334, 4.973], [-1.952, 1.751, 2.821], [-0.362, 1.435, 2.207], [-0.650, 3.054, 2.780], [-0.442, -0.567, 4.019], [-1.567, 0.131, 5.322], [0.143, 0.062, 5.606], [3.700, 1.118, 2.894], [2.798, 0.564, 1.897], [2.046, -0.710, 2.096], [2.741, 1.073, 0.797], [3.443, 0.912, 3.910], [3.796, 2.197, 2.842], [4.696, 0.697, 2.717], [0.947, -0.652, 2.235], [2.336, -1.365, 2.977], [2.190, -1.202, 1.129], [-4.321, 1.399, 0.585], [-4.791, 0.092, 1.078], [-5.718, -0.747, 0.136], [-4.495, -0.271, 2.171], [-3.205, 1.392, 0.715], [-4.671, 2.247, 1.199], [-4.510, 1.474, -0.478], [-6.637, -0.208, -0.012], [-5.887, -1.706, 0.605], [-5.234, -0.876, -0.846], [4.009, 1.730, -2.485], [2.982, 1.904, -3.540], [2.786, 3.265, -4.116], [2.361, 0.924, -3.923], [4.004, 0.710, -2.100], [3.817, 2.356, -1.590], [4.995, 2.057, -2.854], [3.510, 4.005, -3.776], [1.785, 3.668, -3.910], [2.884, 3.234, -5.153], [3.051, -2.244, -3.697], [1.791, -2.022, -2.938], [0.410, -2.107, -3.606], [1.893, -1.759, -1.770], [3.913, -2.007, -3.064], [2.968, -1.588, -4.554], [3.164, -3.249, -4.076], [0.240, -3.097, -4.038], [0.457, -1.326, -4.399], [-0.306, -1.892, -2.818], [-2.176, -2.764, 2.223], [-1.443, -3.375, 3.322], [-2.236, -4.387, 4.154], [-0.285, -3.094, 3.622], [-1.756, -2.820, 1.237], [-2.404, -1.746, 2.526], [-3.161, -3.277, 2.173], [-3.069, -3.761, 4.605], [-1.700, -4.731, 5.072], [-2.592, -5.233, 3.644], [-0.798, -0.461, -0.369], [0.187, 0.766, -1.151], [-0.432, 2.407, -0.939], [1.134, 0.774, -0.666], [0.187, 0.393, -2.155], [-0.038, 3.510, -6.451], [-0.527, 2.125, -5.430], [-2.159, 2.372, -4.786], [-0.516, 1.243, -6.092], [0.146, 2.046, -4.608]]
}



No. 3
{
  "formula": "C16H31CuNOP3S2",
  "method": "ωB97M-V with the def2-TZVPD basis set",
  "lumo_ev": 0.2,
  "homo_ev": -7.334,
  "total_energy_ha": -4219.18350,
  "homo_lumo_gap_ev": 7.49,
  "species": ["Cu", "C", "P", "C", "C", "C", "C", "C", "C", "C", "P", "C", "C", "H", "H", "H", "H", "H", "H", "H", "H", "H", "H", "H", "H", "H", "H", "H", "H", "C", "S", "C", "O", "H", "H", "H", "H", "H", "H", "C", "P", "C", "C", "H", "H", "H", "H", "H", "H", "H", "H", "H", "S", "C", "N"],
  "xyz": [[0.219, 0.785, -0.605], [0.105, -0.374, 4.128], [0.039, 0.043, 2.324], [0.476, 1.831, 2.437], [-1.781, 0.154, 2.094], [-2.640, 0.830, 2.950], [-4.013, 0.773, 2.760], [-4.534, 0.036, 1.709], [-3.688, -0.607, 0.819], [-2.310, -0.545, 0.991], [-1.096, -1.219, -0.223], [-0.843, -2.906, 0.470], [-2.187, -1.634, -1.645], [-0.529, 0.282, 4.725], [1.137, -0.278, 4.471], [-0.216, -1.406, 4.275], [-0.045, 2.312, 3.266], [0.199, 2.343, 1.514], [1.554, 1.943, 2.572], [-2.242, 1.413, 3.773], [-4.674, 1.294, 3.440], [-5.606, -0.028, 1.574], [-4.112, -1.150, -0.015], [-1.803, -3.355, 0.724], [-0.225, -2.842, 1.366], [-0.335, -3.531, -0.268], [-2.914, -2.408, -1.397], [-1.567, -1.986, -2.470], [-2.708, -0.731, -1.966], [-0.457, 1.208, -4.379], [0.580, 0.140, -3.382], [1.761, -0.239, -4.683], [1.341, 1.046, -2.447], [0.161, 2.009, -4.782], [-1.221, 1.619, -3.721], [-0.907, 0.609, -5.172], [1.306, -0.938, -5.384], [2.626, -0.699, -4.207], [2.055, 0.683, -5.182], [3.954, 0.923, -0.804], [2.538, 0.157, 0.082], [2.552, -1.521, -0.674], [3.400, -0.293, 1.646], [4.774, 0.214, -0.927], [4.307, 1.781, -0.229], [3.616, 1.276, -1.776], [3.551, -1.960, -0.630], [2.223, -1.470, -1.711], [1.857, -2.155, -0.121], [4.314, -0.843, 1.414], [2.752, -0.918, 2.261], [3.661, 0.606, 2.206], [-1.823, 1.971, -1.121], [-1.425, 3.392, -0.321], [-1.157, 4.363, 0.252]]
}



No. 4
{
  "formula": "C4H13NO2",
  "method": "ωB97M-V with the def2-TZVPD basis set",
  "lumo_ev": [-3.2, -9.0],
  "homo_ev": [-13.785, -13.785],
  "multiplicity": 2,
  "charge": 1,
  "total_energy_ha": -365.05122,
  "de_lowest_kj_mol": 251.43,
  "homo_lumo_gap_ev": [10.62, 4.75],
  "species": ["C", "O", "C", "C", "C", "N", "H", "H", "H", "H", "H", "H", "H", "H", "H", "H", "H", "H", "H", "O"],
  "xyz": [[-0.666, -0.780, 1.010], [0.473, -1.466, 1.591], [-0.339, -0.624, -0.455], [-1.292, 0.485, -0.996], [-1.334, 1.824, -0.282], [-0.629, -1.891, -1.245], [-1.503, -1.432, 1.318], [-0.842, 0.111, 1.656], [0.205, -2.036, 2.362], [0.684, -0.254, -0.739], [-1.025, 0.628, -2.058], [-2.340, 0.157, -1.074], [-2.230, 2.449, -0.757], [-0.430, 2.431, -0.362], [-1.529, 1.707, 0.809], [-1.475, -2.254, -1.014], [0.060, -2.575, -1.286], [4.137, 1.482, 0.918], [5.144, 1.074, -0.156], [4.931, 0.965, 0.761]]
}



No. 5
{
  "formula": "C7H5N2OS2",
  "method": "ωB97M-V with the def2-TZVPD basis set",
  "lumo_ev": [2.5, 2.5],
  "homo_ev": [-1.035, -0.842],
  "charge": -1,
  "total_energy_ha": -1250.81540,
  "de_lowest_kj_mol": 238.10,
  "homo_lumo_gap_ev": [3.58, 3.32],
  "species": ["C", "C", "C", "C", "C", "C", "C", "N", "N", "O", "S", "S", "H", "H", "H", "H", "H"],
  "xyz": [[-1.317, -0.755, -0.323], [0.064, -0.725, -0.456], [-2.099, 0.320, -0.062], [0.573, 0.547, -0.308], [-0.270, 1.639, -0.082], [4.711, -0.252, -0.490], [2.054, 2.130, 0.721], [-1.608, 1.590, 0.012], [1.809, 0.894, 0.108], [5.366, 0.139, -1.392], [4.393, -0.931, 0.869], [0.629, 3.117, 0.312], [-1.788, -1.756, -0.511], [0.720, -1.514, -0.766], [-3.172, 0.210, 0.137], [3.022, 2.588, 0.324], [2.484, 0.127, 0.238]]
}



No. 6
{
  "formula": "C8H7NO",
  "method": "ωB97M-V with the def2-TZVPD basis set",
  "lumo_ev": 0.7,
  "smiles": "O=C1N[C@H]1c1ccccc1",
  "homo_ev": -8.930,
  "total_energy_ha": -438.96168,
  "de_lowest_kj_mol": 137.40,
  "homo_lumo_gap_ev": 9.65,
  "species": ["O", "C", "N", "C", "C", "C", "C", "C", "C", "C", "H", "H", "H", "H", "H", "H", "H"],
  "xyz": [[3.059, 1.520, -1.477], [2.628, 0.953, -0.513], [2.366, 0.985, 0.809], [1.865, -0.184, 0.052], [0.387, -0.306, 0.024], [-0.207, -1.505, -0.196], [-1.652, -1.562, -0.095], [-2.446, -0.395, 0.051], [-1.801, 0.869, 0.172], [-0.418, 0.883, 0.056], [1.587, 1.616, 1.172], [2.443, -1.180, 0.193], [0.461, -2.396, -0.259], [-2.191, -2.511, -0.261], [-3.518, -0.435, -0.041], [-2.475, 1.800, 0.244], [-0.087, 1.847, 0.070]]
}